C9H8N2O2 | the ωB97M-V functional and the def2-TZVPD basis

```
21
Properties=species:S:1:pos:R:3:forces:R:3
N 4.5905 1.8739 -0.6393 -4.326 -5.814 1.144
C 3.8716 0.8801 -0.5322 4.332 5.819 -1.469
N 3.2248 -0.2434 -0.8264 -1.131 -4.123 -1.615
C 2.1757 -0.9328 -0.1196 1.033 1.979 2.584
O 1.6915 -1.9951 -0.3309 0.344 -0.089 -1.375
O 1.9111 -0.2088 1.0157 -2.387 -0.690 -0.762
C 0.5160 -0.4014 1.5398 -1.144 -1.238 4.517
C -0.7237 -0.1227 0.7148 1.192 -0.341 -2.561
C -1.2806 1.1696 0.7815 -1.362 1.500 0.394
C -2.3404 1.5219 -0.1249 0.428 0.067 -0.825
C -2.8293 0.6052 -1.0990 -1.264 0.216 1.347
C -2.3566 -0.6964 -1.0737 0.969 -1.953 0.700
C -1.1746 -1.0576 -0.2845 -2.695 1.240 0.336
H 3.5422 -0.9225 -1.6127 -0.187 2.164 1.639
H 0.4904 0.3611 2.3761 0.333 -0.753 -1.065
H 0.1964 -1.4579 2.2762 1.935 2.545 -2.701
H -0.9891 1.9136 1.6620 -0.454 -1.682 -2.234
H -2.8324 2.5188 -0.2648 0.866 -0.761 1.054
H -3.8221 0.8563 -1.6208 1.907 -0.332 0.548
H -2.9824 -1.5435 -1.5270 1.365 1.403 0.212
H -0.8791 -2.1183 -0.3102 0.248 0.844 0.132
```
Forces are in eV/Å.

Structure (SMILES): N#CNC(=O)OCc1ccccc1
Total energy in eV: -16534.8158
Relative energy (zero: lowest compared OMol25 entry of this formula, charge and spin) in kJ/mol: 384.9
Kohn-Sham gap in eV: 9.7984
LUMO in eV: 0.4
Net charge: 0
Highest occupied orbital energy in eV: -9.42